a) Below is a cluster of 7 separate species, H14O7 in total, with properties calculated with ωB97M-V/def2-TZVPD.

XYZ file:
```
21
H14O7 (ωB97M-V/def2-TZVPD)
H 4.46903 -0.30808 2.88478
H 4.33643 -1.68313 2.42982
O 3.50061 0.74241 -1.34793
H -3.46937 1.50437 -1.96984
H 3.73427 1.49603 -1.92855
O 1.06845 3.96317 1.83086
H -0.07157 0.36288 -1.51935
H 4.19185 -0.00783 -1.33662
H 0.57354 4.54724 2.39884
H -3.62280 -1.54915 -2.92124
O -3.66754 -0.78159 -2.35392
H 0.60851 4.02610 0.98645
O -2.16743 -4.13458 1.93927
H -1.70163 -3.24105 1.77121
O 3.92678 -0.81787 2.36071
O -3.17649 1.01286 -1.17854
H 0.36310 0.22030 -0.07478
O 0.55031 -0.12970 -0.98522
H -2.65935 -4.34955 1.15452
H -2.52164 0.52624 -1.53656
H -4.50790 -0.38195 -2.46057
```

Results
charge = 0
structure (SMILES) = O.O.O.O.O.O.O
highest occupied orbital energy = -10.8 eV

Let us look at the Mulliken charges, expressed in e, one per atom: 0.298 0.313 -0.613 0.312 0.306 -0.630 0.278 0.313 0.314 0.294 -0.596 0.316 -0.651 0.337 -0.610 -0.649 0.325 -0.615 0.314 0.348 0.296

b) Below is a cluster of 7 separate species, H14O7 in total, with properties calculated with ωB97M-V/def2-TZVPD.

XYZ file:
```
21
H14O7 (ωB97M-V/def2-TZVPD)
O -0.27923 2.08458 -0.79776
H -3.23213 -1.40697 1.21140
O -2.52039 -1.61246 0.66210
O -2.98089 -0.73096 -2.40948
O 1.06000 -0.67716 0.28725
H 1.91543 -0.77215 3.58823
H -3.52113 -0.31203 -3.10966
H -1.97933 -0.73698 0.56095
H -0.26463 1.52570 -0.08060
H -0.77075 2.85346 -0.45113
H 0.53481 -1.01978 3.16421
H 1.12535 0.93227 -2.03929
H 3.77853 1.88600 0.60922
H 1.50544 -1.26789 0.92258
H 2.59878 0.90325 1.00464
H 0.22537 -0.48643 0.63083
O 1.48479 -1.34481 2.98054
O 0.47225 0.80837 -2.71710
H 0.62716 -0.15115 -2.93610
O 3.40815 1.23607 1.29582
H -3.18757 -1.71092 -2.37666
```

Results
charge = 0
structure (SMILES) = O.O.O.O.O.O.O
highest occupied orbital energy = -10.3 eV

Let us look at the Mulliken charges, expressed in e, one per atom: -0.524 0.309 -0.605 -0.605 -0.556 0.322 0.300 0.317 0.251 0.278 0.322 0.288 0.321 0.334 0.368 0.161 -0.652 -0.605 0.306 -0.650 0.321

Most stable structure, least stable structure: b), a).

a) Below is a cluster of 7 separate species, H14O7 in total, with properties calculated with ωB97M-V/def2-TZVPD.

XYZ file:
```
21
H14O7 (ωB97M-V/def2-TZVPD)
H 3.30610 2.79129 0.98348
H 0.68710 0.89829 2.29548
O 1.24310 -0.78671 -2.45652
O -0.06990 2.99529 -0.96952
O -1.96590 -1.47771 0.90648
O 2.37310 3.01529 1.04548
O 0.78810 0.72529 1.35148
O -0.99690 -3.88671 -0.18652
H -1.52690 -4.39171 0.41448
H -1.19090 -2.94171 -0.04052
H -0.41790 0.75729 -0.18852
H 0.86010 2.68329 -1.09152
H 1.86310 2.21729 0.80248
H -2.81490 -1.69271 1.17948
O -0.87490 0.37829 -0.89552
H 0.95810 -1.72771 -2.63852
H -0.50490 2.18929 -0.97052
H -1.56690 -0.02671 -0.35452
H 0.91110 -0.20771 1.24448
H 0.48310 -0.33171 -2.11852
H -1.54290 -1.17971 1.68748
```

Results
charge = 0
structure (SMILES) = O.O.O.O.O.O.O
highest occupied orbital energy = -10.8 eV

Let us look at the Mulliken charges, expressed in e, one per atom: 0.309 0.309 -0.663 -0.638 -0.626 -0.637 -0.700 -0.654 0.283 0.397 0.372 0.308 0.346 0.291 -0.728 0.320 0.368 0.358 0.324 0.358 0.303

b) Below is a cluster of 7 separate species, H14O7 in total, with properties calculated with ωB97M-V/def2-TZVPD.

XYZ file:
```
21
H14O7 (ωB97M-V/def2-TZVPD)
H 0.10324 0.49783 -1.56387
H 1.00936 0.70979 1.18972
H -2.41643 0.22347 -0.00989
H 0.40748 -1.38828 1.88985
O -0.26619 -0.72340 1.72629
H 1.08446 -0.72932 -1.14773
H 2.58961 -1.55410 0.50732
H -0.59169 2.64248 -1.42916
O -2.02021 0.97018 0.49812
H 1.26867 1.75058 0.18721
H -0.88251 -1.33750 -0.95760
H -0.78901 1.73744 -0.12021
H -1.72707 0.51744 1.29893
O 1.73263 1.22360 0.85726
O -0.11346 2.07287 -0.79838
H -2.22394 -2.20218 -0.95196
H 2.46817 -0.13666 0.11529
O -1.71262 -1.57650 -0.42363
H -0.74035 -1.16606 1.06197
O 2.54432 -1.03978 -0.31682
O 0.27554 -0.49190 -1.61273
```

Results
charge = 0
structure (SMILES) = O.O.O.O.O.O.O
highest occupied orbital energy = -11.2 eV

Let us look at the Mulliken charges, expressed in e, one per atom: 0.411 0.368 0.363 0.256 -0.669 0.413 0.289 0.285 -0.718 0.462 0.447 0.468 0.391 -0.764 -0.820 0.275 0.433 -0.786 0.415 -0.746 -0.774

Most stable structure, least stable structure: b), a).

a) Below is a cluster of 7 separate species, H14O7 in total, with properties calculated with ωB97M-V/def2-TZVPD.

XYZ file:
```
21
H14O7 (ωB97M-V/def2-TZVPD)
H 1.98017 1.60342 -0.77508
O -0.43139 -1.60146 2.35589
H 2.75291 0.65941 0.12137
H 1.55381 0.88161 -2.67457
O -3.53416 -0.55939 -1.33177
H -1.19048 -2.08228 2.02600
H -1.53558 0.81398 1.33220
H 3.43842 -1.12752 1.65916
O 2.66950 -0.95616 1.11544
H 0.29892 -2.21329 2.26351
O 2.73938 1.56323 -0.19350
O 0.63935 1.15422 -2.59925
O -0.52736 0.06562 -0.40216
H 2.23658 -1.80628 1.03727
H 0.53496 1.83137 -3.26769
H -0.03617 -0.75478 -0.44602
H -0.37896 0.47991 -1.25221
H -3.45311 0.35005 -1.61916
O -2.12870 1.46893 1.70027
H -2.69054 -0.75889 -0.92588
H -2.93757 0.98830 1.87620
```

Results
charge = 0
structure (SMILES) = O.O.O.O.O.O.O
highest occupied orbital energy = -10.6 eV

Let us look at the Mulliken charges, expressed in e, one per atom: 0.311 -0.582 0.385 0.299 -0.637 0.317 0.285 0.281 -0.627 0.270 -0.633 -0.624 -0.552 0.291 0.286 0.273 0.326 0.311 -0.634 0.345 0.309

b) Below is a cluster of 7 separate species, H14O7 in total, with properties calculated with ωB97M-V/def2-TZVPD.

XYZ file:
```
21
H14O7 (ωB97M-V/def2-TZVPD)
H 0.36501 0.35888 0.48291
H -1.25363 3.80015 0.20575
H -3.07493 -0.06402 -2.02017
H -0.95113 -0.02065 -0.36818
H -1.89553 -0.82269 2.40081
H -1.97385 -0.88780 -1.08382
O -1.35471 -0.89563 -0.34519
H 2.24682 -3.11337 -0.77258
H -2.68666 -1.89728 1.67320
O -3.85782 -0.37874 -1.55432
H -0.35706 4.62223 1.11701
H 3.68059 -2.92525 -0.30466
O -2.79451 -1.14072 2.26055
H 0.82796 -0.62973 -0.57462
O 0.58494 -0.57094 0.35623
H -4.34247 0.42629 -1.33975
O 4.46383 1.27920 -0.07687
H 5.33838 1.37973 0.31563
H 4.57162 0.55920 -0.70851
O 2.80114 -3.15668 0.01472
O -0.33799 4.07782 0.32187
```

Results
charge = 0
structure (SMILES) = O.O.O.O.O.O.O
highest occupied orbital energy = -10.0 eV

Let us look at the Mulliken charges, expressed in e, one per atom: 0.314 0.318 0.317 0.285 0.315 0.199 -0.442 0.302 0.303 -0.625 0.323 0.306 -0.631 0.329 -0.684 0.316 -0.617 0.312 0.308 -0.607 -0.640

c) Below is a cluster of 7 separate species, H14O7 in total, with properties calculated with ωB97M-V/def2-TZVPD.

XYZ file:
```
21
H14O7 (ωB97M-V/def2-TZVPD)
O -0.16511 1.99689 1.56991
H -0.90697 3.92523 -0.87047
H 3.13384 -3.05402 -1.40593
H -1.18286 -1.56658 -1.53549
H 2.76707 -2.24881 0.97122
O -2.89766 1.27517 2.33313
H -2.20317 -1.68377 -2.67881
H -3.22526 0.49055 1.88422
O 2.85175 -2.23076 -1.81329
H -0.20671 0.41821 -0.13407
O -0.45611 3.08230 -0.98330
O -0.12277 -0.51576 -0.35219
H 0.69272 1.90721 1.99475
O -1.90612 -2.11936 -1.87615
H 0.48967 -0.87227 0.30649
H 2.12489 -1.90596 -1.26976
H -0.46358 2.91124 -1.92977
H 0.01995 2.35764 0.68715
H 1.77770 -1.90418 2.08266
H -2.07710 1.49941 1.87291
O 1.95582 -1.76237 1.14677
```

Results
charge = 0
structure (SMILES) = O.O.O.O.O.O.O
highest occupied orbital energy = -10.6 eV

Let us look at the Mulliken charges, expressed in e, one per atom: -0.670 0.291 0.300 0.369 0.303 -0.649 0.313 0.320 -0.639 0.320 -0.641 -0.672 0.311 -0.623 0.325 0.349 0.301 0.385 0.276 0.361 -0.631

Most stable structure, least stable structure: c), b).